1.
Below is 12 unconnected molecules or ions with the total composition C48H132N12O12 in a non-equilibrium geometry, with properties calculated with ωB97M-V/def2-TZVPD.

Positions of all 204 atoms, in Å:
C1 -2.33062 4.68992 2.20363
C2 -1.22037 3.67713 2.16845
C3 -1.71689 2.37864 2.80981
O1 -2.19014 2.62086 4.16130
C4 -2.74662 1.41912 4.64485
N1 -0.73724 3.49266 0.79065
H1 -2.84847 4.72081 3.20265
H2 -3.09293 4.25016 1.53946
H3 -2.02811 5.67871 1.83878
H4 -0.34734 4.02422 2.71970
H5 -0.87616 1.67017 2.81652
H6 -2.65433 2.09217 2.23440
H7 -3.75776 1.29827 4.24123
H8 -2.89730 1.54252 5.69946
H9 -2.14736 0.53030 4.46009
H10 -0.02952 2.74725 0.78468
H11 -1.51741 3.29485 0.19036
C5 -1.69718 -7.08606 -5.09735
C6 -0.59583 -6.13324 -4.67724
C7 -1.09579 -4.84218 -4.20395
O2 -0.04352 -4.09135 -3.63713
C8 -0.51076 -2.77363 -3.31898
N2 0.28490 -6.81318 -3.73464
H12 -1.21275 -7.87206 -5.68920
H13 -2.47265 -6.62533 -5.69584
H14 -2.18034 -7.45110 -4.20425
H15 0.00174 -5.87417 -5.56657
H16 -1.86732 -4.88110 -3.44056
H17 -1.62019 -4.31214 -5.03213
H18 -1.56941 -2.80732 -3.08159
H19 -0.38741 -2.14149 -4.20436
H20 0.10062 -2.35762 -2.53432
H21 -0.06646 -7.20707 -2.85414
H22 0.96439 -6.12697 -3.44897
C9 2.23547 1.79872 2.48230
C10 3.61237 1.25061 2.79829
C11 4.12883 0.22159 1.79311
O3 3.26897 -0.93074 1.80911
C12 3.74567 -2.00103 2.61056
N3 4.62519 2.27267 2.80193
H23 1.45433 1.03514 2.57194
H24 2.20813 2.30688 1.46816
H25 1.93151 2.56867 3.21546
H26 3.58176 0.75078 3.75433
H27 5.11804 -0.02084 2.14346
H28 4.13483 0.75762 0.87310
H29 4.67763 -2.38369 2.14411
H30 2.97059 -2.73094 2.57746
H31 3.91764 -1.63779 3.62670
H32 5.47630 1.87167 3.20877
H33 4.23902 3.02976 3.32329
C13 -5.78671 1.26479 1.64106
C14 -6.38348 0.00782 0.81572
C15 -7.70008 -0.50947 1.34279
O4 -7.61967 -1.37685 2.47213
C16 -6.94457 -2.54963 2.27101
N4 -6.52161 0.57855 -0.55731
H34 -4.73923 1.39918 1.40949
H35 -5.86734 1.13410 2.72285
H36 -6.42810 2.11482 1.28723
H37 -5.57868 -0.70927 0.76532
H38 -8.26010 -1.00487 0.52856
H39 -8.37171 0.27746 1.60298
H40 -5.86426 -2.47061 2.20974
H41 -7.36419 -3.07170 1.39391
H42 -7.23929 -3.19597 3.13429
H43 -6.56506 -0.19629 -1.25653
H44 -7.51654 0.81443 -0.64868
C17 -3.73039 -7.39449 0.93359
C18 -4.28145 -6.04595 0.49104
C19 -3.22333 -4.90504 0.50061
O5 -2.77799 -4.64908 1.79263
C20 -3.71027 -3.88266 2.54399
N5 -4.75165 -6.14413 -0.91562
H45 -3.25013 -7.30091 1.95408
H46 -2.89446 -7.57760 0.23988
H47 -4.47321 -8.18297 0.94733
H48 -5.16525 -5.73082 1.08752
H49 -3.63978 -4.00815 0.02323
H50 -2.38724 -5.15747 -0.15433
H51 -4.05165 -2.94209 2.12826
H52 -3.31004 -3.81281 3.56241
H53 -4.61163 -4.52360 2.67039
H54 -3.89014 -6.48084 -1.34051
H55 -5.37613 -6.88627 -1.07637
C21 -3.07485 4.01279 -3.15775
C22 -3.52918 2.64385 -2.64636
C23 -2.61513 1.52665 -3.07626
O6 -2.59236 1.54421 -4.49888
C24 -1.25112 1.35013 -5.03956
N6 -3.72688 2.60208 -1.20522
H56 -2.94753 4.14886 -4.22564
H57 -2.12401 4.30545 -2.72675
H58 -3.79112 4.78089 -2.90000
H59 -4.50320 2.38985 -3.22967
H60 -3.05169 0.58843 -2.72245
H61 -1.59950 1.69159 -2.66971
H62 -0.82043 0.40530 -4.57608
H63 -0.58504 2.19848 -5.01837
H64 -1.44128 1.24713 -6.12507
H65 -4.19475 1.76225 -0.93046
H66 -4.37240 3.34028 -0.86124
C25 8.00548 5.01594 -0.09045
C26 7.28145 3.92144 0.78684
C27 6.55474 2.98530 -0.18360
O7 5.50828 3.64467 -0.88073
C28 4.26476 3.79982 -0.17732
N7 8.23783 3.20746 1.54003
H67 8.62644 5.69958 0.52501
H68 7.27931 5.59497 -0.68095
H69 8.67359 4.51154 -0.84608
H70 6.47819 4.40686 1.43222
H71 6.17899 2.09216 0.34490
H72 7.27017 2.69035 -0.88784
H73 4.31291 4.54301 0.63378
H74 3.81654 2.85230 0.12547
H75 3.57624 4.18188 -0.95448
H76 8.79686 3.78061 2.14069
H77 7.90340 2.47818 2.12115
C29 0.59204 5.21418 -2.24916
C30 0.73900 6.26993 -1.19403
C31 -0.64757 6.86678 -0.84833
O8 -0.61980 7.88451 0.15348
C32 -1.90368 8.43989 0.36745
N8 1.39492 5.70768 0.00869
H78 1.54109 4.72397 -2.48161
H79 0.13394 5.58491 -3.14168
H80 -0.11183 4.48207 -1.77812
H81 1.40955 7.11334 -1.49303
H82 -1.31696 6.07169 -0.55118
H83 -1.21616 7.26861 -1.75498
H84 -2.02332 9.38324 -0.21942
H85 -1.95094 8.71464 1.43560
H86 -2.72513 7.75440 0.15305
H87 0.77217 5.00050 0.40278
H88 1.39796 6.41227 0.69061
C33 0.57192 -5.68037 1.44902
C34 0.40308 -5.72293 -0.08252
C35 1.72043 -5.26320 -0.70191
O9 1.91201 -3.97194 -0.21402
C36 3.21406 -3.45482 -0.68579
N9 0.26761 -7.14702 -0.48881
H89 -0.35081 -5.77170 1.99191
H90 0.96803 -4.78287 1.80989
H91 1.36770 -6.40416 1.77633
H92 -0.40386 -5.09465 -0.43334
H93 1.69465 -5.30341 -1.87071
H94 2.59830 -5.91488 -0.39670
H95 4.02443 -4.09681 -0.32344
H96 3.29851 -2.41111 -0.31224
H97 3.19687 -3.34258 -1.78058
H98 -0.37268 -7.72125 0.04695
H99 1.15954 -7.66068 -0.62335
C37 -2.07929 -0.46341 0.70696
C38 -0.98174 -1.26995 0.04355
C39 0.29359 -0.49681 -0.12334
O10 0.00614 0.56413 -0.99793
C40 1.18375 1.27110 -1.36690
N10 -0.69164 -2.36345 1.01135
H100 -3.02633 -0.99737 0.79091
H101 -2.31221 0.51148 0.14019
H102 -1.80962 -0.16734 1.72674
H103 -1.32221 -1.67498 -0.92840
H104 1.06615 -1.16803 -0.56065
H105 0.72924 -0.19081 0.83515
H106 0.91005 2.08613 -2.00901
H107 1.87383 0.57569 -1.79995
H108 1.57970 1.72008 -0.47043
H109 -0.07143 -2.97606 0.46505
H110 -1.43251 -3.02434 1.18619
C41 2.50935 2.95939 -5.40892
C42 3.56155 2.59634 -4.37957
C43 4.14363 1.17487 -4.64631
O11 3.10352 0.22938 -4.27606
C44 3.37599 -1.06956 -4.77038
N11 4.64723 3.55064 -4.18144
H111 1.78722 3.76100 -5.10421
H112 1.92033 2.06287 -5.67046
H113 2.91474 3.43840 -6.31143
H114 2.97955 2.53328 -3.41948
H115 5.09262 0.96544 -4.09974
H116 4.32553 1.13348 -5.72450
H117 3.60185 -1.07172 -5.82096
H118 2.49378 -1.68752 -4.58735
H119 4.21535 -1.52657 -4.21977
H120 4.43666 4.55567 -4.31811
H121 5.12523 3.52107 -3.29849
C45 1.03877 -2.62098 5.30036
C46 0.35743 -1.31121 4.97184
C47 0.95412 -0.13392 5.73811
O12 2.36083 -0.15491 5.40193
C48 3.17575 0.73706 6.12996
N12 0.42253 -1.01182 3.52084
H122 1.98516 -2.54911 4.78870
H123 0.49766 -3.46850 4.81378
H124 1.37275 -2.78624 6.36336
H125 -0.72821 -1.32336 5.30991
H126 0.90450 -0.26210 6.82285
H127 0.59707 0.81715 5.39700
H128 3.18851 0.28752 7.12077
H129 2.88015 1.79105 6.04531
H130 4.23633 0.81556 5.79509
H131 -0.03583 -1.80367 3.05383
H132 1.41878 -0.95003 3.20444

Calculated values
- Relative energy (zero: lowest compared OMol25 entry of this formula, charge and spin): 84.5 kcal/mol
- Structure (SMILES): COC[C@H](C)N.COC[C@H](C)N.COC[C@H](C)N.COC[C@H](C)N.COC[C@H](C)N.COC[C@H](C)N.COC[C@H](C)N.COC[C@H](C)N.COC[C@H](C)N.COC[C@H](C)N.COC[C@H](C)N.COC[C@H](C)N
- Orbital gap: 0.3359 hartree
- LUMO: 0.5 eV


2.
Below is 12 unconnected molecules or ions with the total composition C48H132N12O12 in a non-equilibrium geometry, with properties calculated with ωB97M-V/def2-TZVPD.

Positions of all 204 atoms, in Å:
C1 -10.15146 -20.43278 1.42074
C2 -8.70036 -20.79731 1.64158
C3 -8.46327 -22.39334 1.70034
O1 -7.27996 -22.82174 2.43349
C4 -7.21181 -22.45548 3.82866
N1 -7.98271 -20.25200 0.52663
H1 -10.79846 -20.95419 2.12616
H2 -10.50208 -20.84746 0.47565
H3 -10.47552 -19.39910 1.54150
H4 -8.49826 -20.26971 2.57371
H5 -8.25243 -22.91467 0.76660
H6 -9.42986 -22.84929 1.91463
H7 -8.01716 -22.97688 4.34602
H8 -7.23803 -21.42034 4.16910
H9 -6.21819 -22.81926 4.09033
H10 -7.05579 -20.61926 0.68802
H11 -8.07323 -19.25160 0.63202
C5 -4.24462 -9.68262 -10.92007
C6 -4.57724 -11.15841 -11.11554
C7 -4.69103 -11.73066 -9.66566
O2 -4.89527 -13.10778 -9.72458
C8 -4.64440 -13.83009 -8.52344
N2 -5.87173 -11.29134 -11.81171
H12 -4.22374 -9.07703 -11.82611
H13 -3.26749 -9.44598 -10.49898
H14 -4.93785 -9.18298 -10.24340
H15 -3.82700 -11.69271 -11.69842
H16 -5.65541 -11.38843 -9.29020
H17 -3.83061 -11.55313 -9.02048
H18 -5.32414 -13.54444 -7.72066
H19 -3.61650 -13.66521 -8.20044
H20 -4.89045 -14.85684 -8.79426
H21 -6.12768 -12.26779 -11.77772
H22 -6.69554 -10.84189 -11.43829
C9 -9.03448 -12.36976 -1.02072
C10 -8.79806 -12.31827 0.49381
C11 -10.06103 -12.45348 1.33516
O3 -9.72841 -12.38133 2.71002
C12 -10.77612 -12.01687 3.56472
N3 -7.81064 -13.37825 0.78626
H23 -9.72034 -13.18263 -1.25933
H24 -8.08333 -12.51411 -1.53315
H25 -9.66650 -11.51734 -1.26977
H26 -8.35725 -11.37043 0.80265
H27 -10.65101 -13.31630 1.02603
H28 -10.65061 -11.57500 1.07294
H29 -11.31798 -11.12153 3.26002
H30 -10.53426 -11.86434 4.61654
H31 -11.32556 -12.95809 3.54639
H32 -6.95249 -13.05104 0.36601
H33 -7.70432 -13.42878 1.78937
C13 -13.31798 -28.68383 -2.64351
C14 -12.36903 -29.23660 -1.55124
C15 -12.87984 -30.62975 -1.26379
O4 -12.55790 -31.08657 0.01350
C16 -13.08492 -32.42858 0.24431
N4 -10.99031 -29.05120 -1.94564
H34 -14.37664 -28.72390 -2.38714
H35 -13.09285 -29.15647 -3.59956
H36 -13.20883 -27.61283 -2.81414
H37 -12.47522 -28.63077 -0.65135
H38 -12.29575 -31.26345 -1.93115
H39 -13.94183 -30.77044 -1.46499
H40 -12.56601 -33.16757 -0.36622
H41 -14.16321 -32.46055 0.08819
H42 -13.05898 -32.51089 1.33088
H43 -10.53070 -29.32341 -1.08845
H44 -10.81813 -28.05645 -1.97608
C17 -18.58807 -26.04894 -7.61683
C18 -19.34952 -27.35790 -8.11684
C19 -19.25819 -28.46005 -6.98112
O5 -19.83997 -29.69669 -7.47607
C20 -19.22995 -30.91156 -6.88891
N5 -20.66582 -26.97174 -8.37296
H45 -18.57366 -25.22130 -8.32598
H46 -17.53988 -26.23150 -7.38001
H47 -19.09299 -25.83452 -6.67493
H48 -18.84697 -27.77434 -8.98983
H49 -19.67851 -28.16913 -6.01841
H50 -18.17888 -28.55705 -6.86381
H51 -18.24140 -31.06535 -7.32158
H52 -19.84249 -31.76777 -7.17140
H53 -18.96666 -30.89574 -5.83130
H54 -20.44785 -25.99458 -8.50620
H55 -21.02856 -26.81552 -7.44338
C21 -9.72072 -19.17317 -7.52110
C22 -9.87807 -20.65164 -7.83766
C23 -9.00970 -21.67863 -7.09122
O6 -7.63077 -21.26730 -7.42582
C24 -6.74109 -21.02892 -6.31893
N6 -11.29724 -20.83773 -7.65327
H56 -9.78671 -19.00300 -6.44649
H57 -10.43654 -18.58239 -8.09267
H58 -8.74415 -18.81640 -7.84840
H59 -9.67545 -20.69538 -8.90776
H60 -9.19617 -22.68695 -7.46083
H61 -9.21093 -21.76963 -6.02383
H62 -5.72890 -20.94668 -6.71493
H63 -6.83335 -21.69025 -5.45741
H64 -7.16655 -20.06551 -6.03796
H65 -11.73515 -19.97553 -7.94473
H66 -11.67073 -21.50667 -8.31140
C25 -0.31322 -17.86867 -0.91822
C26 -0.29256 -18.43106 0.51961
C27 -0.40200 -17.34762 1.59970
O7 0.72745 -16.51340 1.59426
C28 0.99867 -15.87148 2.80586
N7 -1.37260 -19.44450 0.51396
H67 0.36556 -17.01969 -0.99950
H68 -1.32664 -17.61863 -1.23216
H69 0.10051 -18.56962 -1.64319
H70 0.61018 -19.01482 0.69955
H71 -0.46795 -17.75533 2.60842
H72 -1.28340 -16.70835 1.54903
H73 1.39439 -16.51072 3.59510
H74 0.09693 -15.51206 3.30163
H75 1.74865 -15.08281 2.86610
H76 -1.11234 -19.92241 -0.33691
H77 -1.35830 -20.00492 1.35410
C29 -10.77124 -23.00188 -20.36994
C30 -10.18264 -24.08042 -19.37828
C31 -10.12568 -23.67624 -17.83335
O8 -9.37707 -22.46591 -17.69772
C32 -9.37658 -21.86879 -16.41616
N8 -11.08577 -25.18451 -19.61750
H78 -10.77116 -23.26066 -21.42877
H79 -10.17257 -22.11050 -20.18249
H80 -11.83002 -22.78875 -20.22277
H81 -9.19539 -24.34605 -19.75626
H82 -9.70309 -24.52216 -17.29121
H83 -11.12758 -23.52479 -17.43163
H84 -10.36211 -21.82957 -15.95216
H85 -8.93526 -20.87360 -16.47029
H86 -8.93326 -22.50746 -15.65217
H87 -11.58397 -24.82103 -20.41736
H88 -10.56955 -25.99032 -19.94043
C33 2.93667 -25.43155 -4.58624
C34 1.95284 -24.84286 -5.61529
C35 0.48458 -24.80987 -5.07980
O9 0.13707 -26.07008 -4.52325
C36 -1.13412 -26.15974 -3.88222
N9 2.34818 -23.48590 -5.94086
H89 3.92850 -25.58668 -5.01086
H90 2.71504 -26.36852 -4.07529
H91 3.18345 -24.80682 -3.72780
H92 2.04872 -25.43404 -6.52601
H93 -0.27437 -24.65118 -5.84591
H94 0.35315 -23.97723 -4.38877
H95 -1.31083 -25.34866 -3.17581
H96 -1.00043 -27.10726 -3.36027
H97 -1.94269 -26.27019 -4.60480
H98 1.91944 -23.00539 -6.71893
H99 3.34839 -23.51935 -6.07712
C37 -13.06488 -28.80855 -13.68485
C38 -11.83061 -29.47842 -13.22824
C39 -11.43808 -28.91336 -11.81960
O10 -10.38603 -29.73877 -11.37415
C40 -10.14030 -29.46312 -9.95768
N10 -11.95553 -30.94711 -13.22368
H100 -13.93563 -29.06839 -13.08289
H101 -13.39512 -29.26520 -14.61787
H102 -12.95786 -27.73104 -13.80982
H103 -10.99746 -29.05573 -13.78976
H104 -12.33957 -28.81094 -11.21551
H105 -11.12916 -27.87961 -11.97463
H106 -11.01779 -29.56938 -9.31986
H107 -9.75271 -28.44490 -9.92456
H108 -9.31982 -30.06669 -9.56958
H109 -11.33917 -31.14008 -12.44717
H110 -11.46204 -31.32170 -14.02133
C41 -3.39828 -16.48447 -16.56301
C42 -2.40868 -17.23188 -15.69358
C43 -2.89304 -18.29406 -14.74766
O11 -1.89465 -18.74949 -13.88650
C44 -2.38834 -19.48544 -12.78453
N11 -1.31808 -17.79471 -16.51602
H111 -4.04074 -17.27850 -16.94362
H112 -2.96210 -15.88766 -17.36405
H113 -4.05327 -15.87328 -15.94210
H114 -1.97966 -16.39726 -15.13908
H115 -3.49844 -19.03254 -15.27324
H116 -3.67405 -17.78425 -14.18356
H117 -1.55634 -19.65442 -12.10092
H118 -2.75191 -20.47809 -13.05018
H119 -3.18789 -18.91983 -12.30610
H120 -0.87019 -18.38309 -15.82805
H121 -1.78685 -18.48874 -17.08053
C45 -18.87560 -17.75563 -8.23962
C46 -18.86736 -17.56052 -9.76551
C47 -17.51955 -17.61201 -10.47459
O12 -16.52499 -16.76415 -9.84839
C48 -16.51486 -15.48470 -10.35719
N12 -19.90382 -18.35407 -10.32246
H122 -18.39221 -18.70721 -8.01843
H123 -19.88685 -17.79902 -7.83515
H124 -18.27709 -16.99859 -7.73289
H125 -19.20159 -16.52690 -9.85507
H126 -17.61680 -17.62029 -11.56021
H127 -17.15166 -18.62227 -10.29532
H128 -17.53254 -15.09488 -10.33559
H129 -16.21498 -15.44274 -11.40429
H130 -15.80595 -14.87918 -9.79250
H131 -20.54397 -18.64115 -9.59590
H132 -20.41007 -17.89649 -11.06706

Calculated values
- Relative energy (zero: lowest compared OMol25 entry of this formula, charge and spin): 233.0 kcal/mol
- Structure (SMILES): COC[C@H](C)N.COC[C@H](C)N.COC[C@H](C)N.COC[C@H](C)N.COC[C@H](C)N.COC[C@H](C)N.COC[C@H](C)N.COC[C@H](C)N.COC[C@H](C)N.COC[C@H](C)N.COC[C@H](C)N.COC[C@H](C)N
- Orbital gap: 0.3486 hartree
- LUMO: 0.5 eV